Record 1
Entry from the Open Molecules 2025 dataset: a single C3H5ClS molecule at a distorted geometry (wB97M-V/def2-TZVPD).

Computed properties:
Highest occupied orbital energy   -9.07 eV
Energy above the lowest of the compared OMol25 structures with the same formula, charge and spin   1.2029 eV
Kohn-Sham gap   0.343 hartree
Total charge   0
F_max   2.9 eV Å⁻¹
Structure (SMILES)   SC1(Cl)CC1
E   -975.612522 a.u.

Structure (XYZ):
```
10
Properties=species:S:1:pos:R:3:forces:R:3
S 0.9836 -1.8371 -0.0379 0.963 0.217 -0.452
C 0.4503 -0.1378 -0.1076 0.132 0.316 0.546
Cl 2.0072 1.0781 -0.2732 -2.492 -1.515 0.371
C -0.8463 0.3662 -0.6507 -0.218 1.513 -0.995
C -0.6569 0.2874 0.8502 0.725 0.520 -0.460
H 2.2689 -1.4749 -0.2966 -0.483 -0.572 -0.004
H -1.6362 -0.2774 -1.1130 1.127 0.134 0.701
H -0.8499 1.3346 -1.1634 0.303 -0.287 0.224
H -0.3023 1.0280 1.5627 -0.669 0.594 -0.547
H -1.4184 -0.3671 1.2295 0.613 -0.921 0.617
```
Forces are in eV/Å.

Record 2
Entry from the Open Molecules 2025 dataset: 10 unconnected molecules or ions with the total composition H20O10 (wB97M-V/def2-TZVPD).

Computed properties:
Highest occupied orbital energy   -10.72 eV
Energy above the lowest of the compared OMol25 structures with the same formula, charge and spin   3.3964 eV
Kohn-Sham gap   0.390 hartree
Total charge   0
F_max   0.5 eV Å⁻¹
Structure (SMILES)   O.O.O.O.O.O.O.O.O.O
E   -764.357104 a.u.

Structure (XYZ):
```
30
Properties=species:S:1:pos:R:3:forces:R:3
O -17.2358 -9.8792 -3.5946 0.226 0.019 0.038
H -17.7986 -9.9680 -2.8254 -0.118 0.033 0.198
H -17.7845 -10.1597 -4.3271 -0.102 -0.053 -0.241
O -13.4689 -18.1524 -2.4380 0.231 -0.069 0.116
H -13.4622 -17.9093 -3.3638 0.069 0.030 -0.360
H -14.3406 -17.9034 -2.1307 -0.327 0.031 0.209
O -16.7404 -17.5794 -0.8225 0.247 -0.043 -0.055
H -17.4792 -18.0164 -0.3989 -0.136 -0.195 0.096
H -17.0781 -16.7169 -1.0640 -0.024 0.258 -0.096
O -13.9539 -13.3101 -7.0676 0.296 -0.007 -0.088
H -14.7186 -13.4387 -7.6288 -0.174 -0.045 -0.173
H -14.2779 -13.4673 -6.1807 -0.138 0.002 0.390
O -12.7307 -17.2342 -6.0552 -0.103 -0.140 0.265
H -12.7230 -16.2777 -6.0911 -0.055 0.320 -0.043
H -12.1592 -17.5059 -6.7734 0.121 -0.128 -0.168
O -16.4013 -12.2309 0.1079 0.192 -0.032 -0.229
H -16.4804 -12.5383 1.0110 0.046 -0.115 0.257
H -17.2143 -11.7527 -0.0549 -0.171 0.145 -0.047
O -12.5731 -10.6176 0.6067 0.087 0.049 0.217
H -12.2054 -10.2026 -0.1735 0.118 0.124 -0.165
H -13.2813 -11.1691 0.2741 -0.254 -0.176 -0.047
O -10.8622 -14.4118 -2.9607 -0.312 0.124 0.049
H -10.4433 -15.2177 -3.2630 0.041 -0.312 -0.016
H -10.3197 -13.7099 -3.3203 0.144 0.215 -0.067
O -14.6939 -13.8673 -3.3276 -0.256 -0.115 -0.347
H -14.8477 -13.0854 -2.7974 -0.114 0.223 0.185
H -13.7419 -13.9664 -3.3386 0.422 -0.163 0.108
O -18.3168 -15.8097 -5.2346 -0.042 -0.145 -0.142
H -17.5859 -15.4017 -4.7702 0.306 0.072 0.131
H -19.0805 -15.2900 -4.9838 -0.219 0.095 0.028
```
Forces are in eV/Å.

Record 3
Entry from the Open Molecules 2025 dataset: a molecular structure, C47H29AsCoF5N8O at a distorted geometry (wB97M-V/def2-TZVPD).

Computed properties:
Highest occupied orbital energy (alpha / beta)   -3.85 / -3.89 eV
Energy above the lowest of the compared OMol25 structures with the same formula, charge and spin   0.4642 eV
Kohn-Sham gap (alpha / beta)   0.176 / 0.179 hartree
Multiplicity   2
Total charge   -1
F_max   1.1 eV Å⁻¹
E   -6439.832779 a.u.

Structure (XYZ):
```
92
Properties=species:S:1:pos:R:3:forces:R:3
Co -0.9726 0.8787 -1.2410 -0.049 0.082 -0.017
C -2.4674 -5.3966 -1.2254 0.122 -0.062 -0.099
C -3.2530 -5.0519 -0.1238 -0.123 -0.015 0.064
C -3.3726 -3.7373 0.2869 0.105 0.087 0.040
C -2.6725 -2.7780 -0.4248 0.276 -0.450 -0.552
C -2.5858 -1.3446 -0.2948 0.121 0.399 -0.400
N -3.2991 -0.6631 0.5692 -0.232 -0.008 0.213
C -3.1226 0.6316 0.7272 0.548 -0.234 -0.376
C -3.9690 1.4451 1.5573 0.076 0.889 0.334
C -5.1648 1.1906 2.2145 0.108 -0.097 -0.086
C -5.7619 2.2352 2.8935 -0.050 -0.005 0.024
C -5.1736 3.5024 2.9220 -0.021 0.030 0.058
C -3.9760 3.7592 2.2822 0.142 -0.010 -0.050
C -3.3653 2.7199 1.5941 -0.763 -0.546 0.275
C -2.1754 2.6244 0.7855 0.481 -0.483 -0.527
N -1.2573 3.5603 0.6903 -0.227 0.190 0.351
C -0.2760 3.4657 -0.1734 -0.197 -0.438 -0.673
N -0.2317 2.6238 -1.2557 0.775 0.587 0.398
C 0.8709 2.9528 -1.9953 -0.702 -0.048 0.120
N 1.1708 2.4836 -3.1827 0.231 -0.039 -0.465
C 0.6170 1.3820 -3.6383 -0.234 -0.031 0.792
N -0.0914 0.4906 -2.8829 -0.010 -0.172 -0.872
C -0.2389 -0.6500 -3.6185 -0.133 0.266 0.827
N -0.7250 -1.7935 -3.1909 0.131 -0.182 -0.362
C -1.3496 -1.8808 -2.0455 -0.419 0.616 0.169
N -1.7695 -0.8361 -1.2621 0.202 -1.000 0.188
C -1.8814 -3.1216 -1.5344 -0.552 -0.143 0.597
C -1.7790 -4.4392 -1.9492 -0.001 0.076 0.021
C 0.2673 -0.4493 -4.9481 0.490 0.689 -0.520
C 0.2528 -1.2393 -6.0880 -0.040 -0.008 0.151
C 0.7375 -0.6849 -7.2579 0.100 -0.057 -0.106
C 1.2584 0.6120 -7.2817 0.044 0.019 -0.085
C 1.3094 1.3917 -6.1400 -0.015 0.047 0.068
C 0.7985 0.8577 -4.9685 -0.130 -0.821 -0.479
C 1.6235 3.9855 -1.3264 -0.216 0.522 0.654
C 2.8488 4.5779 -1.5867 -0.085 -0.065 -0.035
C 3.3427 5.4703 -0.6530 0.032 0.014 -0.042
C 2.6200 5.7847 0.4994 -0.044 0.110 0.041
C 1.3809 5.2233 0.7505 -0.052 -0.025 -0.061
C 0.8930 4.3092 -0.1673 0.599 0.203 -0.556
N -2.0973 1.3743 0.2205 -0.600 0.416 0.432
H -2.3866 -6.4355 -1.5126 -0.040 -0.078 -0.026
H -3.7921 -5.8265 0.4010 -0.010 -0.095 0.091
H -3.9710 -3.4420 1.1346 -0.126 -0.051 0.102
H -5.6059 0.2049 2.1747 -0.045 -0.046 0.012
H -6.7032 2.0818 3.4048 -0.016 -0.035 0.020
H -5.6705 4.2974 3.4579 -0.045 0.091 0.049
H -3.5345 4.7418 2.3030 0.108 0.148 0.010
H -1.1817 -4.6952 -2.8085 0.119 -0.070 -0.114
H -0.1373 -2.2470 -6.0513 -0.053 -0.017 -0.016
H 0.7207 -1.2632 -8.1738 0.007 0.002 0.012
H 1.6276 1.0145 -8.2150 0.026 0.007 -0.053
H 1.7072 2.3943 -6.1590 0.071 0.106 -0.003
H 3.4008 4.3214 -2.4768 0.113 -0.055 -0.100
H 4.3147 5.9172 -0.8043 0.061 0.053 -0.019
H 3.0436 6.4800 1.2078 0.050 0.070 0.102
H 0.8127 5.4520 1.6369 -0.027 0.058 0.181
C 0.8548 -4.4285 0.8937 0.082 0.162 0.036
As 0.9560 -2.4917 0.4172 0.091 -0.512 0.088
C 2.8230 -2.2589 1.0424 -0.164 0.004 -0.038
C -0.0182 -1.7708 2.0113 0.050 0.118 -0.219
C 0.3676 -2.3572 3.3075 0.008 -0.170 0.227
C 1.3840 -1.8119 4.0893 -0.011 0.119 -0.023
C 1.7581 -2.4045 5.2812 0.079 -0.108 0.110
C 1.1266 -3.5609 5.7104 0.011 -0.086 0.176
C 0.0951 -4.0998 4.9575 0.001 -0.091 0.089
C -0.2832 -3.4968 3.7746 -0.023 0.075 0.027
H 1.1890 -4.6188 1.9122 0.030 -0.019 0.067
H 1.4893 -4.9945 0.2098 0.020 0.070 -0.075
H -0.1657 -4.7961 0.7832 -0.087 0.046 -0.040
H 3.0354 -2.8697 1.9179 -0.066 -0.032 0.097
H 3.0217 -1.2162 1.2807 -0.044 0.107 -0.007
H 3.5008 -2.5509 0.2398 -0.065 -0.019 -0.061
H -1.0798 -1.9427 1.8249 0.022 0.032 -0.096
H 0.1645 -0.7004 1.9986 -0.047 0.098 -0.181
H 1.8648 -0.8934 3.7795 0.049 0.039 -0.139
H 2.5460 -1.9687 5.8829 0.009 0.038 -0.020
H 1.4194 -4.0314 6.6388 0.041 -0.018 0.060
H -0.4141 -4.9926 5.2950 -0.040 -0.039 0.040
H -1.1086 -3.8892 3.1964 -0.034 -0.133 -0.073
F 5.2895 2.9563 1.2609 -0.109 0.026 -0.071
C 4.1511 2.3284 0.8976 -0.155 -0.101 -0.027
C 4.0845 1.6257 -0.3020 0.045 0.092 0.241
F 5.1623 1.6088 -1.1101 -0.134 -0.014 0.081
C 2.9363 0.9446 -0.6505 -0.279 -0.019 0.257
F 2.9165 0.2322 -1.7926 0.095 0.066 0.007
C 1.7684 0.9256 0.1641 0.668 0.330 0.298
O 0.7353 0.2395 -0.1304 -0.254 -0.080 0.068
C 1.8788 1.6953 1.3572 0.063 -0.316 -0.280
F 0.8136 1.7470 2.1849 0.073 -0.005 0.012
C 3.0349 2.3560 1.7254 0.232 0.000 -0.138
F 3.0952 3.0235 2.8946 -0.038 -0.055 -0.197
```
Forces are in eV/Å.

Record 4
Entry from the Open Molecules 2025 dataset: a gas-phase ion, C3H2F3O3 (charge -1) at a distorted geometry (wB97M-V/def2-TZVPD).

Computed properties:
Highest occupied orbital energy   -4.27 eV
Energy above the lowest of the compared OMol25 structures with the same formula, charge and spin   1.2160 eV
Kohn-Sham gap   0.296 hartree
Total charge   -1
F_max   5.8 eV Å⁻¹
Structure (SMILES)   O=C([O-])COC(F)(F)F
E   -640.876254 a.u.

Structure (XYZ):
```
11
Properties=species:S:1:pos:R:3:forces:R:3
O 2.2992 -0.9376 1.0316 -2.097 1.633 -2.687
C 1.6595 -0.6499 -0.0469 1.078 -3.852 -2.024
O 1.6850 -1.4133 -1.1957 -0.355 3.756 4.439
C 0.6962 0.6637 -0.1162 2.124 0.570 -1.083
O -0.4268 0.5938 0.8136 -2.467 -1.321 -2.159
C -1.5581 -0.0096 0.2418 -0.186 -0.640 1.488
F -1.3418 -1.2907 -0.3045 -0.520 3.152 0.996
F -2.2216 0.7790 -0.7328 1.465 -1.661 1.876
F -2.4959 -0.1973 1.3175 1.945 0.559 -2.536
H 0.3753 0.8811 -1.2058 0.186 -0.687 1.844
H 1.3289 1.5808 0.1972 -1.173 -1.508 -0.154
```
Forces are in eV/Å.

Record 5
Entry from the Open Molecules 2025 dataset: a molecular structure, H16O8V at a distorted geometry (wB97M-V/def2-TZVPD).

Computed properties:
Highest occupied orbital energy (alpha / beta)   -15.64 / -18.61 eV
Energy above the lowest of the compared OMol25 structures with the same formula, charge and spin   0.2772 eV
Kohn-Sham gap (alpha / beta)   0.334 / 0.444 hartree
Multiplicity   4
Total charge   +2
F_max   3.1 eV Å⁻¹
E   -1555.014616 a.u.

Structure (XYZ):
```
25
Properties=species:S:1:pos:R:3:forces:R:3
V -0.0088 0.1424 -0.0767 0.870 0.138 -0.350
O 2.1106 -0.7217 -0.0638 0.033 -0.132 -0.165
H 2.7969 -0.9932 -0.7061 -0.449 0.175 0.640
H 2.4840 -0.7464 0.8318 0.106 -0.048 -0.486
O -1.3667 1.6768 0.7389 -1.118 -0.356 -0.313
H -1.1113 2.3338 1.3614 1.308 0.923 0.959
H -2.3159 1.8605 0.7620 -0.288 -0.612 -0.650
O -0.0847 0.3668 -2.2764 -1.328 0.041 2.557
H -0.2913 1.1450 -2.7456 -0.685 1.574 -0.938
H 0.5200 -0.0897 -2.7908 1.858 -1.767 -1.685
O 0.0247 -2.4618 -1.0957 -0.553 1.255 0.658
H -0.7793 -2.5470 -1.6088 -0.318 -0.211 -0.129
H 0.6501 -3.0634 -1.4599 0.764 -0.896 -0.459
O -0.6145 -1.3569 1.5916 -0.166 0.881 -0.472
H -0.2883 -2.2571 1.6694 -0.024 -0.225 0.190
H -0.8624 -0.9906 2.4467 -0.105 -0.714 0.117
O 1.0130 0.8516 2.1843 -2.432 -0.721 0.149
H 1.8014 0.9903 2.6646 1.776 0.507 0.725
H 0.3952 0.5451 2.8920 0.774 0.496 -0.738
O 1.2640 2.0320 -0.5594 -0.263 -0.484 -0.915
H 1.2364 2.8901 -0.1128 0.132 -0.047 -0.421
H 1.3469 2.1420 -1.5436 0.088 0.359 1.634
O -2.2556 -0.6609 -0.7229 0.762 -0.296 1.258
H -2.8069 -0.3206 -1.4013 -0.728 0.514 -1.356
H -2.8574 -0.7669 0.0210 -0.015 -0.355 0.192
```
Forces are in eV/Å.

Record 6
Entry from the Open Molecules 2025 dataset: a single C2H2ClI molecule at a distorted geometry (wB97M-V/def2-TZVPD).

Computed properties:
Highest occupied orbital energy   -9.48 eV
Energy above the lowest of the compared OMol25 structures with the same formula, charge and spin   1.0781 eV
Kohn-Sham gap   0.297 hartree
Total charge   0
F_max   4.3 eV Å⁻¹
Structure (SMILES)   C=C(Cl)I
E   -835.208160 a.u.

Structure (XYZ):
```
6
Properties=species:S:1:pos:R:3:forces:R:3
C -0.3111 -0.3766 -0.2082 0.231 1.039 -1.104
C -0.9657 -1.3481 -0.7050 -0.822 -3.728 2.025
Cl -1.7027 -1.4678 -2.1463 -0.936 -0.638 -1.457
I -1.0836 -3.3894 0.9417 -0.004 2.019 -1.826
H 0.0976 -0.4869 0.7243 1.120 0.436 2.000
H -0.2099 0.4140 -0.9275 0.412 0.872 0.363
```
Forces are in eV/Å.